Formula: C25H30FeN8S
Source: the Open Molecules 2025 dataset
Level of theory: wB97M-V/def2-TZVPD

XYZ file:
```
65
Properties=species:S:1:pos:R:3:mulliken_charge:R:1
Fe -1.18 -0.18 0.44 0.0312
C 0.84 3.09 -1.34 -2.1187
C 0.16 1.84 -0.92 0.3784
N -0.35 1.57 0.22 0.6130
C -0.32 2.32 1.45 -0.5647
C -0.21 1.28 2.56 -1.2873
N -1.23 0.21 2.48 0.0908
C -2.56 0.53 3.02 -0.8855
C -3.44 1.23 1.99 -0.7181
N -3.25 0.68 0.63 -0.2401
C -4.24 -0.36 0.25 -0.8976
C -3.69 -1.78 0.48 -0.8613
N -2.40 -1.72 -0.18 0.1875
C -2.20 -2.12 -1.38 0.4123
C -3.02 -3.09 -2.16 -2.0141
C -1.12 -1.35 -2.11 1.1964
C -0.67 -1.51 -3.41 -0.7939
C 0.14 -0.51 -3.95 -0.8798
C 0.45 0.63 -3.21 -0.7694
C -0.02 0.72 -1.91 0.8325
N -0.76 -0.28 -1.41 0.6300
H 0.82 3.84 -0.55 0.3798
H 0.36 3.51 -2.22 0.4841
H 1.88 2.88 -1.60 0.4466
H -1.24 2.91 1.53 0.2772
H 0.52 3.01 1.55 0.6617
H -0.20 1.80 3.53 0.3867
H 0.75 0.79 2.42 0.4651
H -0.85 -0.56 3.01 0.3034
H -2.48 1.15 3.92 0.4092
H -3.03 -0.41 3.33 0.4345
H -3.21 2.29 1.96 0.4052
H -4.48 1.14 2.29 0.4231
H -3.37 1.45 -0.02 0.2325
H -4.43 -0.26 -0.81 0.4545
H -5.18 -0.22 0.78 0.4532
H -4.38 -2.52 0.08 0.5297
H -3.53 -1.98 1.54 0.1308
H -3.67 -3.69 -1.52 0.4585
H -2.36 -3.77 -2.71 0.4950
H -3.64 -2.58 -2.90 0.3662
H -0.94 -2.37 -4.00 0.4603
H 0.51 -0.61 -4.96 0.4659
H 1.05 1.42 -3.64 0.5688
N 3.88 -1.17 0.00 -0.0465
C 4.50 0.06 -0.02 0.4339
C 5.82 0.45 -0.26 -1.1795
C 6.10 1.79 -0.14 -0.4970
C 5.10 2.72 0.21 -0.8188
C 3.80 2.33 0.45 -0.4245
C 3.50 0.98 0.31 0.2190
N 2.29 0.31 0.50 0.2398
C 2.57 -0.96 0.32 0.5569
C 1.64 -2.07 0.52 -0.4082
C 1.98 -3.39 0.44 -0.5955
S 0.71 -4.37 1.00 -0.0932
C -0.22 -2.98 1.27 -0.3824
N 0.35 -1.84 0.96 0.3310
H 4.34 -2.06 -0.13 0.2145
H 6.59 -0.27 -0.51 0.4278
H 7.10 2.14 -0.32 0.4147
H 5.38 3.77 0.31 0.4454
H 3.05 3.05 0.75 0.4200
H 2.92 -3.83 0.13 0.4070
H -1.23 -3.05 1.65 0.3024
```

Calculated values
- total charge = +2
- spin multiplicity = 1

Formula: C25H30N3
Source: the Open Molecules 2025 dataset
Level of theory: wB97M-V/def2-TZVPD

XYZ file:
```
58
Properties=species:S:1:pos:R:3:mulliken_charge:R:1
C -1.10 1.55 -2.09 -1.3076
C 0.35 1.31 -2.19 -0.1082
N 1.15 1.52 -3.27 0.0550
C 2.47 1.15 -3.00 -0.4494
C 2.54 0.80 -1.64 0.2753
C 3.80 0.70 -1.04 -0.0188
C 4.96 0.69 -1.83 -0.8235
C 4.86 0.84 -3.23 -0.6094
C 3.61 1.11 -3.81 -0.7474
C 1.15 0.80 -1.13 1.0721
C 0.77 0.33 0.12 0.9738
C 1.76 -0.36 0.95 -0.1100
C 2.57 -1.45 0.46 -0.5000
C 3.62 -1.97 1.21 -0.3981
C 3.99 -1.41 2.44 0.9212
C 5.16 -1.96 3.21 -1.4264
C 3.22 -0.34 2.92 -0.9221
C 2.10 0.14 2.23 -0.5676
H -1.55 0.81 -1.41 0.0926
H -1.26 2.55 -1.67 0.3750
H -1.63 1.50 -3.05 0.4631
H 0.84 1.94 -4.13 0.2514
H 3.90 0.61 0.04 0.5234
H 5.92 0.56 -1.32 0.4142
H 5.78 0.78 -3.83 0.3788
H 3.49 1.30 -4.88 0.4037
H -0.24 0.55 0.49 0.3695
H 2.40 -1.85 -0.55 0.3953
H 4.23 -2.79 0.82 0.4193
H 5.30 -1.43 4.15 0.3661
H 5.06 -3.03 3.42 0.3504
H 6.08 -1.82 2.64 0.3263
H 3.47 0.10 3.88 0.3205
H 1.49 0.97 2.63 0.3002
C -3.68 -1.37 -1.31 -1.5202
C -4.32 -1.25 0.05 1.4702
C -5.78 -0.80 -0.01 -1.8054
C -4.28 -2.69 0.58 -1.5409
N -3.58 -0.26 0.85 0.3606
C -2.37 0.32 0.61 -0.5810
N -2.38 1.48 1.33 0.3330
C -1.39 2.54 1.24 -0.5991
C -3.62 1.64 1.99 -0.7367
C -4.25 0.48 1.81 -0.4164
H -2.60 -1.33 -1.16 0.3269
H -3.97 -2.34 -1.76 0.4224
H -3.98 -0.56 -1.97 0.3221
H -6.27 -0.84 0.97 0.4657
H -5.88 0.23 -0.38 0.4052
H -6.38 -1.44 -0.68 0.3880
H -4.71 -2.86 1.57 0.3495
H -4.89 -3.29 -0.13 0.4065
H -3.26 -3.07 0.56 0.3677
H -1.06 2.63 0.21 0.1396
H -1.92 3.44 1.52 0.3657
H -0.49 2.43 1.86 0.1515
H -4.05 2.52 2.48 0.4159
H -5.17 0.15 2.25 0.4506
```

Calculated values
- total charge = +1
- spin multiplicity = 1

Formula: C25H30N4O
Source: the Open Molecules 2025 dataset
Level of theory: wB97M-V/def2-TZVPD

XYZ file:
```
60
Properties=species:S:1:pos:R:3:mulliken_charge:R:1
O -3.69 -2.08 0.87 -0.6091
C -2.78 -1.34 1.17 0.4659
C -2.97 0.07 1.71 -0.9863
C -2.43 1.13 0.75 -0.5171
C -3.11 1.06 -0.63 -0.8785
C -4.56 1.45 -0.54 0.2637
C -5.55 0.48 -0.40 -0.1780
C -6.88 0.84 -0.29 -0.7255
C -7.24 2.18 -0.30 -0.4288
C -6.26 3.15 -0.43 -0.5893
C -4.93 2.79 -0.55 -0.3817
N -1.46 -1.69 1.04 0.0288
C -0.99 -2.88 0.52 0.4621
C -1.62 -4.09 0.29 -0.7278
C -0.61 -4.89 -0.26 -0.4717
N 0.53 -4.24 -0.36 -1.3032
N 0.30 -3.01 0.12 1.0279
C 1.32 -1.99 0.08 -0.3791
C 1.10 -1.04 -1.10 -0.2280
C 2.20 0.01 -1.13 -0.7375
N 3.49 -0.65 -1.26 0.1716
C 4.58 0.26 -1.59 -1.7797
C 4.87 1.29 -0.53 0.9160
C 5.77 1.01 0.50 -0.2306
C 5.98 1.93 1.52 -0.6849
C 5.31 3.14 1.51 -0.3917
C 4.43 3.43 0.49 -0.7014
C 4.21 2.51 -0.52 -0.2121
C 3.75 -1.50 -0.12 -0.4459
C 2.70 -2.61 -0.05 -1.0452
H -2.47 0.15 2.67 0.4035
H -4.04 0.22 1.86 0.4415
H -2.61 2.12 1.19 0.4550
H -1.35 1.02 0.62 0.3322
H -2.59 1.75 -1.31 0.4853
H -3.02 0.05 -1.03 0.4142
H -5.27 -0.57 -0.39 0.3491
H -7.63 0.08 -0.18 0.3961
H -8.27 2.46 -0.21 0.3763
H -6.53 4.20 -0.44 0.3735
H -4.17 3.55 -0.65 0.3746
H -0.77 -1.00 1.31 0.2010
H -2.64 -4.33 0.49 0.4864
H -0.68 -5.91 -0.58 0.4545
H 1.27 -1.42 1.02 0.1018
H 1.13 -1.63 -2.02 0.2400
H 0.12 -0.56 -1.04 0.1510
H 2.14 0.63 -0.22 0.3936
H 2.06 0.66 -2.00 0.3984
H 4.32 0.76 -2.53 0.5181
H 5.47 -0.36 -1.77 0.5366
H 6.30 0.07 0.51 0.3663
H 6.68 1.70 2.31 0.3814
H 5.48 3.86 2.30 0.3780
H 3.91 4.38 0.47 0.3821
H 3.53 2.75 -1.33 0.3636
H 3.76 -0.93 0.83 0.3839
H 4.74 -1.95 -0.25 0.4065
H 2.91 -3.26 0.80 0.4064
H 2.73 -3.21 -0.95 0.3462
```

Calculated values
- SMILES string = O=C(CCCc1ccccc1)Nc1ccnn1C1CCN(Cc2ccccc2)CC1
- total charge = 0
- spin multiplicity = 1

Formula: C25H30N4O5
Source: the Open Molecules 2025 dataset
Level of theory: wB97M-V/def2-TZVPD

XYZ file:
```
64
Properties=species:S:1:pos:R:3:mulliken_charge:R:1
C 7.33 0.31 -1.49 -0.9313
O 6.33 -0.58 -1.91 -0.4477
C 5.33 -0.89 -1.05 1.0974
C 5.20 -0.39 0.23 -0.5615
C 4.13 -0.78 1.03 -0.6769
N 3.98 -0.31 2.31 -0.0904
C 2.98 -0.68 3.17 0.3346
O 2.94 -0.27 4.31 -0.6631
N 2.04 -1.56 2.65 0.1910
C 1.00 -1.99 3.58 -1.4344
C -0.06 -0.92 3.84 -0.6591
C -1.00 -0.50 2.71 0.4731
O -1.66 0.52 2.83 -0.6630
N -1.09 -1.32 1.65 0.0634
C -1.97 -1.08 0.51 -0.2366
C -3.44 -1.11 0.94 -0.7217
C -4.33 -0.81 -0.26 -1.2224
N -4.04 0.45 -0.91 0.0955
C -4.46 1.62 -0.14 -0.5334
C -4.47 2.85 -1.00 0.1941
C -5.05 2.80 -2.27 -0.2444
C -5.08 3.93 -3.07 -0.5797
C -4.54 5.12 -2.61 -0.3734
C -3.97 5.18 -1.36 -0.6325
C -3.93 4.05 -0.56 -0.4003
C -2.65 0.50 -1.32 -1.2492
C -1.66 0.25 -0.18 -0.5633
C 2.07 -2.10 1.38 1.2037
O 1.20 -2.88 1.01 -0.8096
C 3.18 -1.68 0.54 -0.5461
C 3.31 -2.18 -0.76 -0.4889
C 4.36 -1.81 -1.56 0.7984
O 4.59 -2.23 -2.83 -0.4495
C 3.67 -3.14 -3.39 -0.8731
H 7.88 -0.08 -0.62 0.3589
H 6.92 1.30 -1.25 0.3550
H 8.02 0.39 -2.33 0.2380
H 5.92 0.31 0.63 0.4210
H 4.66 0.34 2.69 0.2462
H 1.49 -2.20 4.54 0.5181
H 0.57 -2.91 3.19 0.5250
H 0.42 -0.02 4.21 0.3819
H -0.71 -1.28 4.64 0.3520
H -0.44 -2.09 1.54 0.3035
H -1.79 -1.90 -0.20 0.4757
H -3.68 -2.09 1.36 0.3775
H -3.59 -0.36 1.72 0.3391
H -5.38 -0.81 0.04 0.4810
H -4.20 -1.60 -1.02 0.4430
H -5.48 1.43 0.21 0.4688
H -3.83 1.80 0.75 0.2996
H -5.46 1.87 -2.61 0.3760
H -5.53 3.88 -4.05 0.3755
H -4.57 6.00 -3.24 0.3751
H -3.54 6.10 -1.00 0.3775
H -3.47 4.09 0.42 0.3779
H -2.46 1.48 -1.77 0.4920
H -2.52 -0.27 -2.09 0.4176
H -0.64 0.23 -0.58 0.3904
H -1.72 1.05 0.56 0.3366
H 2.55 -2.87 -1.09 0.5713
H 4.04 -3.35 -4.39 0.2268
H 3.63 -4.08 -2.82 0.3484
H 2.66 -2.72 -3.45 0.3510
```

Calculated values
- SMILES string = COc1cc2[nH]c(=O)n(CCC(=O)NC3CCN(Cc4ccccc4)CC3)c(=O)c2cc1OC
- total charge = 0
- spin multiplicity = 1

Formula: C25H30N5O2RuSi
Source: the Open Molecules 2025 dataset
Level of theory: wB97M-V/def2-TZVPD

XYZ file:
```
64
Properties=species:S:1:pos:R:3:mulliken_charge:R:1
Ru -0.52 0.12 0.43 0.2030
N 1.63 -0.24 0.03 -0.2017
C 2.35 -0.19 1.31 0.8563
C 3.71 -0.27 1.41 -0.5891
C 4.32 -0.26 2.69 -0.8187
C 3.56 -0.20 3.82 -0.8840
C 2.15 -0.12 3.73 0.3302
C 1.29 -0.08 4.85 -0.5149
C -0.07 -0.02 4.67 -1.2421
C -0.59 0.05 3.38 -0.1032
N 0.19 0.04 2.30 0.2577
C 1.56 -0.08 2.45 -0.0670
H 1.76 -1.15 -0.40 0.3927
H 2.04 0.43 -0.62 0.4327
H 4.33 -0.35 0.53 0.5223
H 5.40 -0.32 2.76 0.4517
H 4.02 -0.23 4.80 0.4626
H 1.71 -0.12 5.85 0.4889
H -0.75 -0.01 5.51 0.4694
H -1.65 0.12 3.21 0.5652
O -4.93 4.68 -2.72 -0.5265
C -3.67 5.19 -3.09 -0.4707
N -2.76 4.45 -2.21 -0.0536
C -1.52 4.90 -1.98 0.0069
O -1.01 5.85 -2.54 -0.5699
C -0.68 4.11 -0.99 0.1312
C 0.39 4.76 -0.39 -0.3912
C 1.19 4.07 0.51 -1.0577
C 0.92 2.74 0.76 -0.2472
N -0.09 2.10 0.14 0.3531
C -0.89 2.78 -0.71 -0.4026
H -5.61 5.02 -3.31 0.3338
H -3.55 6.26 -2.91 0.3279
H -3.41 5.00 -4.14 0.3304
H -3.21 3.78 -1.61 0.2063
H 0.58 5.80 -0.64 0.5708
H 2.02 4.55 1.00 0.5214
H 1.52 2.16 1.45 0.3786
H -1.68 2.22 -1.19 0.8977
C -1.29 -1.69 -1.12 -1.1156
Si -3.04 -1.15 -0.61 -0.3650
C -3.90 -2.45 0.37 -0.9964
C -3.89 -0.48 -2.10 -0.9881
N -2.54 0.21 0.50 0.8094
C -3.36 1.09 1.09 0.3439
C -4.79 0.99 0.94 -0.2725
C -5.61 1.91 1.52 -1.1523
C -5.07 2.96 2.29 -0.3780
C -3.67 3.08 2.47 -0.9875
C -2.83 2.17 1.90 0.4718
H -1.40 -2.40 -1.95 0.5404
H -0.72 -2.25 -0.37 0.3985
H -0.66 -0.89 -1.59 0.4367
H -4.16 -3.27 -0.30 0.4065
H -4.83 -2.07 0.80 0.4004
H -3.28 -2.85 1.17 0.3716
H -4.07 -1.31 -2.79 0.4544
H -3.30 0.26 -2.63 0.3767
H -4.86 -0.05 -1.87 0.4135
H -5.23 0.19 0.36 0.4422
H -6.69 1.82 1.40 0.5104
H -5.73 3.68 2.75 0.5015
H -3.27 3.88 3.07 0.5226
H -1.77 2.26 2.04 0.5047
```

Calculated values
- total charge = +3
- spin multiplicity = 1

Formula: C25H31BF4N3NaS2
Source: the Open Molecules 2025 dataset
Level of theory: wB97M-V/def2-TZVPD

XYZ file:
```
67
Properties=species:S:1:pos:R:3:mulliken_charge:R:1
Na 1.46 0.09 0.74 1.0178
C -0.87 4.56 1.52 -1.6411
C 0.38 3.93 0.97 0.4630
C 1.31 3.35 1.79 -0.2096
C 2.44 2.71 1.29 -1.0992
C 2.67 2.65 -0.10 -0.1840
C 1.73 3.26 -0.94 -0.6208
C 0.63 3.90 -0.39 0.0564
H -1.21 4.16 2.46 0.3426
H -1.69 4.47 0.83 0.2711
H -0.72 5.64 1.72 0.4341
H 1.14 3.42 2.83 0.4902
H 3.19 2.25 1.91 0.4316
H 3.52 2.07 -0.50 0.5041
H 1.76 3.18 -2.03 0.4456
H -0.10 4.34 -1.06 0.3445
F 3.64 -0.35 1.38 -0.3603
B 4.24 -0.63 0.08 0.3779
F 3.11 -0.62 -0.81 -0.2454
F 4.78 -1.91 0.10 -0.3931
F 5.17 0.33 -0.20 -0.3626
N 0.34 0.19 -1.57 -0.1257
S 0.59 -1.12 -2.35 0.2275
C -0.77 -1.17 -3.64 0.8401
C -1.42 0.03 -3.85 -0.4312
C -2.55 0.07 -4.68 -0.7425
C -3.01 -1.09 -5.25 -0.4745
C -2.28 -2.28 -5.10 -0.5515
C -1.17 -2.32 -4.27 -0.5466
C -0.07 -2.39 -1.30 0.4934
C -0.96 -2.10 -0.28 -0.2993
C -1.45 -3.11 0.52 -0.2885
C -1.13 -4.41 0.27 -0.6143
C -0.26 -4.70 -0.76 -0.6922
C 0.25 -3.71 -1.58 -0.4670
H 1.06 0.85 -1.85 0.0240
H -1.02 0.92 -3.31 0.2484
H -3.10 0.95 -4.82 0.4393
H -3.86 -1.12 -5.95 0.3285
H -2.55 -3.15 -5.65 0.4094
H -0.72 -3.26 -4.13 0.4063
H -1.22 -1.03 -0.13 0.1457
H -2.10 -2.86 1.32 0.4469
H -1.54 -5.23 0.84 0.4069
H 0.04 -5.75 -0.97 0.3285
H 0.97 -3.86 -2.37 0.5254
C -3.82 2.54 1.26 -0.9444
N -2.62 1.79 1.60 0.2942
C -2.20 1.51 2.89 -0.9709
C -0.96 0.94 2.76 -0.7070
N -0.63 0.88 1.43 0.7609
C -1.63 1.41 0.76 -0.9875
H -4.67 2.15 1.76 0.3379
H -3.93 2.49 0.18 0.3060
H -3.66 3.55 1.59 0.3698
H -2.73 1.69 3.78 0.4857
H -0.31 0.58 3.53 0.4059
H -1.72 1.56 -0.30 0.3424
C 2.12 -3.12 2.06 -0.2652
S 1.12 -1.86 2.90 0.1143
C 2.32 -1.38 4.17 -0.8984
H 2.94 -2.68 1.55 -0.0092
H 1.52 -3.64 1.31 0.0125
H 2.54 -3.87 2.78 0.3990
H 2.31 -2.10 4.99 0.3466
H 2.04 -0.36 4.53 0.3014
H 3.33 -1.26 3.75 0.2063
```

Calculated values
- total charge = 0
- spin multiplicity = 1

Relative energy (zero: lowest compared OMol25 entry of this formula, charge and spin): 7.6 32.9 22.8 36.0 0.0 0.0 (kcal/mol)